{"formula": "C34H57N8O2PTi", "method": "wB97M-V/def2-TZVPD", "elements": ["Ti", "C", "C", "N", "C", "C", "C", "C", "C", "C", "C", "N", "C", "C", "N", "N", "H", "H", "H", "H", "H", "H", "H", "H", "H", "H", "H", "H", "H", "H", "H", "H", "H", "H", "C", "C", "C", "C", "C", "C", "C", "C", "C", "C", "C", "C", "N", "C", "C", "C", "C", "C", "N", "C", "C", "C", "C", "H", "H", "H", "H", "H", "H", "H", "H", "H", "H", "H", "H", "H", "H", "H", "H", "H", "H", "H", "H", "H", "H", "H", "H", "H", "H", "H", "H", "H", "N", "C", "P", "O", "O", "C", "N", "H", "H", "H", "H", "H", "H", "H", "H", "H", "H"], "xyz": [[-0.2834, -1.1112, 0.2215], [-3.0925, -2.2045, -0.1774], [-2.5563, -3.3809, 0.6133], [-1.3277, -2.9489, 1.3387], [-0.3616, -4.0417, 1.5634], [0.7818, -3.9791, 0.5823], [1.7057, -5.0066, 0.4550], [2.7354, -4.8642, -0.4581], [2.8182, -3.7040, -1.2260], [1.8613, -2.7261, -1.0503], [1.8331, -1.4410, -1.8460], [0.4545, -0.9240, -1.8277], [-0.4301, -1.6635, -2.7899], [-1.4982, -2.4656, -2.0592], [-1.9705, -1.6227, -0.9334], [0.8699, -2.8666, -0.1520], [-3.4779, -1.4314, 0.4916], [-3.9060, -2.5104, -0.8394], [-2.2955, -4.2069, -0.0480], [-3.3056, -3.7546, 1.3127], [-1.6296, -2.6182, 2.2492], [-0.8447, -5.0200, 1.4946], [0.0421, -3.9695, 2.5761], [1.6045, -5.9056, 1.0479], [3.4568, -5.6595, -0.5912], [3.5834, -3.5920, -1.9834], [2.1812, -1.6416, -2.8631], [2.4906, -0.6852, -1.4089], [0.4242, 0.0597, -2.0939], [0.1724, -2.3104, -3.4275], [-0.9091, -0.9169, -3.4137], [-1.1050, -3.4077, -1.6821], [-2.3226, -2.6935, -2.7400], [-2.2493, -0.7304, -1.3800], [1.5823, 3.9897, 0.1451], [0.1402, 3.5333, 0.3931], [-0.8218, 4.7170, 0.2578], [0.0100, 2.8550, 1.7513], [0.2223, 3.6231, 2.8994], [0.1705, 3.0646, 4.1660], [-0.0371, 1.6950, 4.2969], [-0.2672, 0.8950, 3.1791], [-0.5943, -0.5711, 3.3629], [-2.0902, -0.7268, 3.6550], [0.2510, -1.2733, 4.4217], [-0.3090, 1.4908, 1.9069], [-0.7947, 0.7555, 0.7652], [-1.9080, 1.4269, 0.2661], [-2.3907, 1.5735, -0.9875], [-3.5094, 2.4559, -1.2685], [-3.6109, 2.5245, -2.6111], [-2.5622, 1.6741, -3.1485], [-1.8426, 1.1139, -2.1970], [-2.2951, 1.4519, -4.6216], [-2.5707, -0.0292, -4.9966], [-0.8294, 1.8135, -4.9071], [-3.1962, 2.3526, -5.4730], [1.6400, 4.5715, -0.7749], [2.2568, 3.1381, 0.0167], [1.9435, 4.6358, 0.9492], [-0.0962, 2.8046, -0.3812], [-0.5138, 5.5511, 0.8902], [-1.8416, 4.4502, 0.5329], [-0.8328, 5.0746, -0.7715], [0.4077, 4.6848, 2.7935], [0.2995, 3.6824, 5.0447], [-0.0556, 1.2531, 5.2848], [-0.3444, -1.0586, 2.4055], [-2.3720, -0.0873, 4.4918], [-2.3510, -1.7477, 3.9501], [-2.7032, -0.4287, 2.8010], [0.0259, -0.9096, 5.4241], [1.3171, -1.1407, 4.2365], [0.0441, -2.3449, 4.4313], [-2.4544, 1.9967, 1.0159], [-4.1108, 2.9624, -0.5298], [-4.3161, 3.1004, -3.1842], [-1.6532, -0.5521, -5.2705], [-3.2333, -0.0866, -5.8583], [-3.0579, -0.5764, -4.1866], [-0.1474, 1.2681, -4.2507], [-0.6544, 2.8802, -4.7611], [-0.5816, 1.5702, -5.9407], [-4.2517, 2.1294, -5.3151], [-2.9789, 2.1861, -6.5278], [-3.0271, 3.4096, -5.2628], [2.9757, 2.1326, 2.8665], [3.4858, 0.7361, 2.8753], [3.1431, -0.0727, 1.2610], [3.5907, 0.8908, 0.2056], [1.7837, -0.7019, 1.2433], [4.4585, -1.3900, 1.2078], [5.5526, -0.8615, 0.3122], [3.1449, 2.5853, 1.9587], [3.4166, 2.7035, 3.5908], [1.9530, 2.1671, 3.0399], [3.0576, 0.2036, 3.7224], [4.5675, 0.7934, 3.0008], [4.0576, -2.3049, 0.7760], [4.8764, -1.6285, 2.1839], [5.1592, 0.0124, -0.1148], [5.8216, -1.5200, -0.4194], [6.4021, -0.6227, 0.8265]], "atomic_forces_ev_per_a": [[-0.0014, 0.7444, 0.5150], [0.0405, -0.0048, 0.0527], [0.0014, 0.0097, 0.0008], [0.1888, 0.1229, -0.0236], [0.0009, -0.0652, 0.0332], [-0.0289, 0.0061, 0.0314], [-0.0354, 0.0028, 0.0008], [0.0072, 0.0397, -0.0133], [-0.0668, -0.1152, -0.0201], [0.0681, 0.0092, -0.0849], [-0.0218, -0.0827, -0.0265], [0.2022, -0.2524, -0.1883], [0.0179, 0.1038, 0.0602], [0.0232, 0.1122, -0.1169], [-0.4481, 0.1330, -0.6996], [0.5070, -0.5273, -0.2377], [-0.0021, -0.0061, -0.0135], [0.0025, -0.0199, 0.0279], [0.0108, 0.0173, -0.0127], [0.0002, -0.0173, -0.0271], [-0.0102, 0.0281, -0.0271], [-0.0019, 0.0158, 0.0460], [0.0183, 0.0380, -0.0178], [0.0046, -0.0101, 0.0004], [0.0087, -0.0146, -0.0044], [0.0008, -0.0048, -0.0182], [-0.0059, 0.0919, -0.0036], [-0.0069, -0.0465, 0.0134], [-0.0642, 0.0577, 0.0411], [-0.0202, -0.0136, -0.0055], [0.0307, -0.0250, 0.0420], [-0.0285, 0.0067, 0.0078], [0.0098, -0.0176, 0.0034], [-0.0283, -0.1572, 0.2206], [0.0031, -0.0202, -0.0071], [-0.0146, -0.0309, 0.0120], [0.0087, -0.0019, -0.0051], [0.0428, 0.0007, -0.0484], [-0.0501, 0.0405, -0.0165], [0.0549, -0.0929, 0.0129], [0.1073, -0.0099, -0.0728], [-0.0038, 0.0295, 0.0671], [0.0054, 0.0743, -0.1146], [-0.0106, -0.0145, -0.0249], [-0.0422, 0.0395, 0.0264], [0.0580, 0.0474, -0.0942], [0.0430, -0.0599, 0.0797], [-0.0738, -0.0150, 0.1043], [0.0231, 0.1481, -0.0620], [-0.0634, -0.0991, -0.0766], [0.0035, -0.0308, 0.0611], [-0.0138, -0.0008, 0.0084], [0.0711, -0.2192, 0.0686], [0.0503, 0.0537, 0.0090], [-0.0438, 0.0113, 0.0186], [0.0060, -0.0257, -0.0507], [0.0376, 0.0108, 0.0086], [-0.0064, 0.0071, -0.0039], [0.0347, -0.0433, 0.0565], [0.0136, 0.0283, 0.0191], [-0.0005, 0.0342, 0.0050], [-0.0117, 0.0071, 0.0090], [-0.0207, -0.0284, -0.0045], [0.0115, 0.0116, -0.0024], [0.0164, 0.0139, 0.0009], [-0.0037, 0.0126, 0.0134], [-0.0105, 0.0114, 0.0132], [-0.0700, 0.0526, 0.5091], [0.0006, -0.0172, 0.0180], [-0.0023, -0.0230, -0.0346], [0.0034, 0.0200, 0.0058], [0.0158, 0.0040, 0.0012], [0.0272, -0.0041, -0.0019], [-0.0197, -0.0098, -0.0052], [-0.0325, -0.0489, 0.0324], [-0.0131, 0.0136, 0.0256], [-0.0107, 0.0226, -0.0198], [-0.0056, 0.0043, -0.0078], [0.0009, -0.0008, -0.0230], [-0.0239, -0.0089, 0.0000], [-0.0037, -0.0489, 0.0028], [0.0022, 0.0007, 0.0264], [-0.0047, 0.0156, -0.0140], [-0.0149, -0.0127, -0.0093], [0.0072, 0.0070, -0.0051], [-0.0096, -0.0013, 0.0203], [-0.2177, 0.0920, 0.0099], [0.0738, 0.0127, 0.0532], [-0.0557, -0.0913, -0.0479], [-0.0284, 0.0331, 0.0528], [-0.2441, -0.0308, -0.1002], [0.0205, -0.0254, 0.0290], [0.0376, 0.0237, 0.0241], [-0.0264, -0.0388, -0.0493], [-0.0329, -0.0140, 0.0136], [0.0962, 0.0739, -0.0356], [-0.0365, 0.0508, 0.0092], [0.0057, -0.0669, 0.0223], [-0.0214, 0.0357, -0.0231], [-0.0046, -0.0428, -0.0020], [0.0077, -0.0385, -0.0300], [-0.0043, 0.0171, 0.0084], [-0.0107, -0.0038, -0.0220]], "lowdin_charge": [1.073, -0.140, -0.140, -0.080, -0.094, -0.209, 0.029, 0.003, -0.002, -0.250, -0.117, -0.097, -0.133, -0.145, -0.141, 0.034, 0.128, 0.144, 0.126, 0.145, 0.082, 0.146, 0.138, 0.139, 0.133, 0.132, 0.142, 0.106, 0.118, 0.140, 0.072, 0.111, 0.143, 0.099, -0.048, -0.362, -0.037, -0.148, -0.042, -0.057, -0.027, -0.158, -0.397, -0.027, -0.034, -0.192, -0.083, -0.098, -0.309, 0.011, 0.023, -0.215, 0.123, -0.521, -0.023, -0.036, -0.052, 0.096, 0.053, 0.084, 0.114, 0.088, 0.080, 0.094, 0.128, 0.125, 0.123, 0.046, 0.106, 0.092, 0.083, 0.093, 0.067, 0.082, 0.146, 0.125, 0.116, 0.076, 0.092, 0.076, 0.060, 0.095, 0.097, 0.094, 0.098, 0.095, 0.182, -0.165, 0.459, -0.319, -0.330, -0.143, 0.161, 0.135, 0.184, 0.094, 0.105, 0.114, 0.086, 0.115, 0.125, 0.171, 0.175], "s_squared": 0.753, "e_above_lowest_kcal_mol": 8.54, "total_charge": 3, "spin_multiplicity": 2, "e_homo_ev": [-14.9, -14.9], "gap_ha": [0.2557, 0.2630], "e_tot_ha": -3108.46393}